# 1
54
Properties=species:S:1:pos:R:3:forces:R:3:mulliken_charge:R:1 method="wB97M-V/def2-TZVPD" lumo_ev=-10.85 total_charge=+3 energy_ev=-47175.1141 relative_energy_kcal_mol=19.52
Zr 0.337 1.126 -1.581 -0.271 -0.339 -1.436 1.39
C -2.857 -3.699 -2.585 -0.134 0.111 0.055 -0.90
C -3.587 -2.410 -2.216 -0.179 -0.531 -0.977 -0.91
N -3.112 -1.892 -0.952 0.911 0.816 -0.084 0.20
C -3.793 -2.393 0.235 -0.536 -0.162 0.933 -0.72
C -4.895 -1.430 0.672 0.108 -0.074 -0.079 -1.15
C -2.133 -1.026 -0.840 -0.123 -0.078 -0.126 0.72
S -1.382 -0.431 -2.371 0.066 0.173 -0.079 -0.42
N -1.758 -0.676 0.383 0.309 0.364 0.587 -0.06
C -0.930 0.171 0.905 -1.650 -1.396 1.093 0.39
O -0.148 1.001 0.182 -0.193 0.078 0.380 -0.49
C -0.847 0.279 2.336 0.364 0.355 0.166 0.79
C 0.072 1.168 2.926 -0.054 -0.069 -0.266 -0.39
C 0.128 1.284 4.296 0.083 0.066 0.034 -0.82
C -0.718 0.525 5.100 0.037 0.029 -0.261 -0.43
C -1.629 -0.355 4.526 -0.049 -0.055 -0.048 -0.80
C -1.699 -0.482 3.158 0.124 0.101 -0.158 -0.14
H -3.274 -4.087 -3.508 -0.035 -0.056 -0.133 0.41
H -2.979 -4.461 -1.821 -0.004 -0.086 0.111 0.36
H -1.797 -3.519 -2.737 0.173 0.019 -0.029 0.19
H -4.652 -2.615 -2.113 -0.008 0.174 0.053 0.41
H -3.453 -1.669 -3.005 -0.161 -0.014 0.154 0.48
H -3.068 -2.528 1.039 -0.056 -0.086 -0.230 0.49
H -4.233 -3.358 -0.014 0.185 0.007 -0.096 0.44
H -4.480 -0.464 0.949 0.033 0.099 0.045 0.31
H -5.410 -1.846 1.533 -0.044 -0.038 0.075 0.39
H -5.631 -1.285 -0.115 -0.065 0.015 -0.073 0.41
H 0.727 1.751 2.283 -0.056 -0.016 0.244 0.38
H 0.825 1.966 4.753 0.114 0.101 0.058 0.45
H -0.668 0.622 6.173 0.010 0.019 0.151 0.45
H -2.283 -0.937 5.153 -0.096 -0.081 0.096 0.46
H -2.407 -1.152 2.698 -0.091 -0.082 0.031 0.26
N 0.934 4.560 -1.054 -0.330 -0.158 -0.149 -0.27
C 2.060 3.842 -1.057 0.397 0.116 -0.105 0.68
N 3.183 4.458 -0.786 -0.123 0.504 0.079 -0.63
C 4.313 3.747 -0.721 -0.732 -0.260 -0.081 0.41
N 5.461 4.318 -0.477 0.086 0.033 -0.066 -0.25
N 4.303 2.386 -0.872 -0.049 -0.702 -0.037 -0.55
C 3.178 1.827 -1.165 0.864 0.395 0.030 0.19
N 1.985 2.486 -1.343 0.252 0.438 0.023 -0.29
C 3.173 0.348 -1.323 0.782 -0.281 0.065 0.60
C 4.347 -0.380 -1.165 -0.486 0.410 -0.067 -0.55
C 4.319 -1.757 -1.344 -0.329 0.059 -0.047 -0.50
C 3.110 -2.363 -1.672 -0.049 0.257 0.016 -0.86
C 1.967 -1.585 -1.800 -0.111 -0.725 -0.226 0.24
N 1.990 -0.247 -1.633 0.398 -0.032 0.099 -0.14
H 1.033 5.556 -0.901 -0.155 -0.065 -0.001 0.29
H 0.010 4.196 -1.279 0.569 0.403 0.131 0.03
H 5.528 5.322 -0.388 -0.014 0.016 0.045 0.28
H 6.295 3.751 -0.412 -0.025 0.095 -0.023 0.27
H 5.251 0.155 -0.913 0.015 -0.032 -0.021 0.55
H 5.227 -2.335 -1.234 -0.019 -0.062 -0.011 0.49
H 3.065 -3.431 -1.832 -0.139 -0.025 -0.016 0.45
H 1.003 -2.033 -2.071 0.489 0.256 0.174 0.45

***

# 2
48
Properties=species:S:1:pos:R:3:forces:R:3:nbo_charge:R:1 method="wB97M-V/def2-TZVPD" lumo_ev=0.73 energy_ev=-30793.0682 relative_energy_kcal_mol=48.79
C -5.941 -0.900 0.754 -0.220 0.121 0.033 -0.25
H -5.946 -0.199 1.594 0.008 -0.019 -0.041 0.18
H -6.637 -1.712 0.957 0.015 0.093 -0.011 0.20
H -6.249 -0.377 -0.157 0.021 -0.011 0.035 0.18
O -4.683 -1.510 0.598 0.445 -0.031 -0.080 -0.48
C -3.619 -0.723 0.304 0.114 -0.081 -0.017 0.28
C -3.657 0.648 0.178 -0.068 -0.030 -0.035 -0.36
C -2.519 1.404 -0.143 0.158 -0.186 0.082 0.41
C -1.308 0.748 -0.329 -0.253 0.252 -0.089 -0.27
C -1.268 -0.649 -0.178 -0.290 -0.286 0.078 -0.29
C -2.385 -1.394 0.124 0.012 -0.108 0.052 0.30
O -2.415 -2.750 0.268 -0.312 0.308 0.012 -0.50
C -1.227 -3.467 0.044 0.187 -0.091 -0.021 -0.25
H -0.849 -3.316 -0.973 -0.004 0.014 0.029 0.18
H -1.488 -4.515 0.179 0.072 0.053 -0.018 0.20
H -0.446 -3.194 0.762 -0.022 0.014 -0.036 0.17
H -0.321 -1.141 -0.345 0.071 -0.099 -0.005 0.23
C -0.013 1.350 -0.772 -0.108 -0.018 0.180 0.69
O 0.150 1.930 -1.829 0.025 0.052 -0.308 -0.64
N 0.996 1.125 0.104 0.237 0.039 0.283 -0.62
H 0.801 0.580 0.929 -0.117 0.024 -0.090 0.40
C 2.396 1.328 -0.239 0.009 0.282 -0.126 -0.09
C 3.043 -0.031 -0.378 0.081 -0.048 -0.002 -0.04
C 2.645 -0.838 -1.440 0.045 -0.072 -0.021 -0.19
C 3.146 -2.117 -1.586 -0.093 0.025 -0.105 -0.22
C 4.057 -2.603 -0.663 0.095 -0.068 0.087 -0.21
C 4.454 -1.808 0.394 -0.016 -0.091 -0.063 -0.20
C 3.953 -0.520 0.555 0.027 0.012 -0.065 -0.01
C 4.420 0.323 1.709 -0.096 0.105 0.156 -0.42
C 3.423 1.423 2.052 0.263 0.104 -0.133 -0.39
C 3.091 2.216 0.793 -0.134 -0.101 0.037 -0.40
H 2.443 3.062 1.027 0.030 0.020 -0.090 0.22
H 4.014 2.605 0.359 0.061 0.047 -0.008 0.21
H 3.847 2.084 2.810 -0.081 -0.036 0.046 0.22
H 2.513 0.983 2.466 -0.049 -0.006 0.100 0.19
H 4.600 -0.314 2.578 0.062 0.003 -0.043 0.22
H 5.377 0.779 1.437 0.022 0.015 0.080 0.21
H 5.165 -2.187 1.115 0.066 -0.043 0.085 0.21
H 4.456 -3.602 -0.768 0.036 -0.085 -0.006 0.21
H 2.830 -2.731 -2.416 -0.024 -0.048 -0.081 0.21
H 1.934 -0.446 -2.154 -0.099 0.053 -0.103 0.22
H 2.376 1.832 -1.212 0.040 -0.115 0.192 0.25
O -2.761 2.740 -0.174 -0.269 -0.305 -0.053 -0.51
C -1.715 3.658 -0.389 0.236 0.353 -0.172 -0.26
H -2.161 4.642 -0.245 0.070 -0.057 0.050 0.19
H -1.307 3.580 -1.399 -0.080 0.015 0.150 0.21
H -0.906 3.516 0.335 -0.037 0.016 0.004 0.17
H -4.570 1.202 0.318 -0.138 0.014 0.052 0.23

***

# 3
50
Properties=species:S:1:pos:R:3:forces:R:3:nbo_charge:R:1 method="wB97M-V/def2-TZVPD" lumo_ev=0.53 energy_ev=-43676.7725 relative_energy_kcal_mol=13.15
C -0.237 -3.711 1.827 0.313 -0.199 0.166 -0.26
H -0.061 -3.597 2.899 -0.004 -0.039 -0.081 0.19
H -0.884 -4.564 1.637 0.015 0.047 0.003 0.20
H 0.724 -3.834 1.325 -0.073 -0.046 0.045 0.20
O -0.916 -2.575 1.316 -0.243 0.244 -0.151 -0.51
C -0.224 -1.425 1.337 0.379 -0.116 0.180 0.78
O 0.920 -1.386 1.764 -0.247 -0.101 0.042 -0.64
C -0.974 -0.285 0.814 -0.109 0.434 -0.104 -0.20
C -2.325 -0.449 0.466 -0.124 0.173 -0.073 -0.25
C -3.077 0.590 -0.029 -0.011 0.102 -0.043 0.21
C -2.468 1.863 -0.196 -0.078 -0.357 0.067 0.39
C -1.138 2.032 0.143 -0.151 0.330 -0.152 -0.40
C -0.377 0.977 0.647 -0.329 -0.299 0.049 0.29
N 0.962 1.136 0.962 0.158 -0.209 0.374 -0.65
C 1.787 2.191 0.701 0.009 -0.283 0.319 0.68
O 1.429 3.272 0.286 -0.060 0.296 -0.141 -0.62
C 3.246 1.849 0.945 0.195 -0.106 -0.431 -0.40
C 4.046 3.058 1.393 -0.072 -0.090 -0.129 -0.62
H 5.110 2.836 1.382 0.085 -0.017 0.055 0.22
H 3.848 3.890 0.721 0.004 0.058 0.012 0.24
H 3.749 3.343 2.400 0.007 0.057 0.059 0.22
H 3.354 1.009 1.634 -0.069 0.085 0.008 0.22
S 3.920 1.286 -0.691 -0.138 -0.079 0.243 0.23
C 2.850 -0.110 -1.015 0.527 0.403 0.016 -0.21
C 3.209 -1.374 -0.580 -0.017 0.011 -0.058 -0.20
C 2.380 -2.449 -0.845 -0.056 -0.065 -0.072 -0.21
C 1.186 -2.277 -1.533 0.093 -0.042 0.005 -0.02
C 0.841 -0.999 -1.962 0.031 0.001 -0.022 -0.23
C 1.670 0.078 -1.719 -0.034 -0.129 -0.111 -0.15
H 1.405 1.066 -2.065 -0.030 0.119 -0.010 0.22
H -0.086 -0.849 -2.497 -0.122 0.017 -0.071 0.21
C 0.273 -3.432 -1.811 -0.029 0.023 -0.005 -0.63
H -0.645 -3.330 -1.232 -0.091 -0.058 0.021 0.22
H 0.745 -4.377 -1.553 -0.012 -0.088 -0.001 0.21
H 0.000 -3.454 -2.865 -0.041 -0.073 -0.057 0.22
H 2.671 -3.435 -0.511 -0.004 -0.115 0.023 0.21
H 4.134 -1.513 -0.041 0.094 0.000 0.054 0.22
H 1.373 0.279 1.337 0.020 0.263 -0.125 0.45
H -0.653 2.984 0.021 -0.022 0.040 -0.008 0.27
O -3.265 2.833 -0.684 -0.033 -0.424 0.100 -0.49
C -2.726 4.125 -0.858 0.130 0.273 -0.034 -0.26
H -3.541 4.730 -1.253 0.086 -0.019 0.030 0.20
H -1.896 4.121 -1.570 -0.020 -0.014 0.036 0.18
H -2.385 4.547 0.091 -0.002 -0.031 -0.036 0.18
O -4.389 0.518 -0.383 0.172 0.267 -0.023 -0.48
C -5.055 -0.708 -0.217 -0.070 -0.146 0.021 -0.25
H -4.609 -1.497 -0.832 0.003 0.012 0.026 0.17
H -6.078 -0.532 -0.545 0.057 -0.069 0.033 0.20
H -5.061 -1.025 0.831 0.016 -0.001 -0.028 0.17
H -2.760 -1.424 0.607 -0.105 -0.042 -0.021 0.24